{"formula": "C35H26IO3PReS", "method": "ωB97M-V/def2-TZVPD", "elements": ["Re", "I", "C", "C", "C", "C", "C", "C", "C", "C", "C", "C", "H", "H", "H", "H", "H", "H", "O", "P", "C", "C", "C", "C", "C", "C", "C", "C", "C", "C", "C", "C", "C", "C", "C", "C", "C", "C", "H", "H", "H", "H", "H", "H", "H", "H", "H", "H", "H", "H", "H", "H", "H", "O", "C", "O", "C", "C", "C", "C", "S", "C", "C", "H", "H", "H", "H", "H"], "coordinates": [[1.80162, -0.25113, 0.66313], [4.46552, -0.71786, 0.48982], [4.86267, 1.31415, 0.78121], [6.15432, 1.73540, 0.82919], [6.39319, 3.11834, 0.98123], [5.34247, 3.98466, 1.06430], [4.00341, 3.52654, 1.00160], [2.91608, 4.43708, 1.03749], [1.62491, 4.00015, 0.95051], [1.35246, 2.62496, 0.85052], [2.37427, 1.68757, 0.81888], [3.73536, 2.14296, 0.87232], [6.98353, 1.04450, 0.74981], [7.41210, 3.47744, 1.02080], [5.52015, 5.04746, 1.17345], [3.13073, 5.49477, 1.13332], [0.80337, 4.70456, 0.96998], [0.31845, 2.31488, 0.81440], [-0.15368, -0.19869, 0.40198], [-1.13514, 0.11869, -0.79056], [-0.08261, 0.76271, -2.07848], [-0.47050, 1.78938, -2.93162], [0.41323, 2.25261, -3.90081], [1.67743, 1.69488, -4.02397], [2.07687, 0.66804, -3.17560], [1.19451, 0.20672, -2.21547], [-2.33510, 1.27742, -0.20200], [-2.26266, 1.74861, 1.11000], [-3.21191, 2.65492, 1.56230], [-4.22208, 3.08600, 0.71311], [-4.31041, 2.59642, -0.58561], [-3.37752, 1.68144, -1.04408], [-1.93052, -1.36323, -1.30122], [-1.49549, -2.07172, -2.42382], [-2.10411, -3.27648, -2.74414], [-3.13496, -3.76450, -1.95208], [-3.57828, -3.05128, -0.84162], [-2.98118, -1.85018, -0.51063], [-1.44704, 2.24524, -2.83530], [0.11109, 3.05694, -4.55836], [2.35517, 2.05440, -4.78686], [3.05705, 0.22030, -3.28073], [1.49663, -0.67035, -1.62662], [-1.48811, 1.39318, 1.77794], [-3.16432, 3.02137, 2.57923], [-4.95993, 3.79319, 1.07051], [-5.11468, 2.91698, -1.23496], [-3.47546, 1.26919, -2.04297], [-0.69586, -1.68745, -3.04572], [-1.78003, -3.82959, -3.61594], [-3.59934, -4.71100, -2.19620], [-4.39072, -3.43838, -0.24134], [-3.32064, -1.29353, 0.35541], [-2.97512, -6.06896, 2.68182], [-2.25689, -5.49776, 1.70483], [-2.47237, -5.77537, 0.55989], [-1.20489, -4.48208, 2.07743], [-0.43585, -3.99378, 1.02731], [0.48834, -2.99721, 1.25892], [0.61972, -2.42395, 2.52245], [1.65522, -1.00611, 2.81705], [-0.09951, -2.94951, 3.58548], [-0.99482, -3.98698, 3.35866], [-2.71563, -5.77550, 3.56379], [-0.58227, -4.41199, 0.03891], [1.12766, -2.69879, 0.42136], [0.02508, -2.54414, 4.58213], [-1.53297, -4.37657, 4.21426]], "mulliken_charge": [1.2289, 0.0959, 0.8105, -0.6300, -0.6241, -0.9354, 0.8096, -0.7685, -1.1577, -0.4199, 0.4941, 0.3751, 0.4303, 0.4223, 0.4331, 0.4320, 0.4881, 0.2105, -0.3722, 1.6777, 0.5965, -0.7835, -0.7548, -0.7276, -1.1280, -0.3008, 0.5093, -0.1162, -0.9535, -0.5366, -0.8529, -0.5633, 0.4822, -0.2360, -0.9052, -0.4378, -0.8387, -0.6123, 0.4711, 0.4740, 0.4487, 0.4963, 0.9172, 0.4013, 0.4788, 0.4274, 0.4550, 0.4793, 0.4017, 0.4559, 0.4311, 0.4775, 0.4782, -0.4684, 0.5816, -0.4991, 0.7997, -0.5803, -0.2118, 0.5772, -0.2950, -1.3087, -0.6492, 0.2859, 0.5210, 0.3972, 0.4453, 0.2699], "spin_multiplicity": 4, "total_energy_ha": -2690.06657, "max_force_ha_per_bohr": 0.0160, "charge": 2, "e_above_lowest_ev": 0.000, "gap_ev": [6.945, 6.484]}

{"formula": "C35H27Br2O6", "method": "ωB97M-V/def2-TZVPD", "elements": ["C", "C", "Br", "C", "Br", "C", "C", "C", "C", "O", "O", "H", "H", "H", "H", "H", "H", "H", "H", "H", "H", "H", "C", "C", "C", "C", "C", "C", "C", "O", "C", "C", "C", "C", "C", "C", "C", "O", "H", "H", "H", "H", "H", "H", "H", "H", "C", "C", "C", "C", "C", "C", "C", "O", "C", "C", "C", "C", "C", "C", "C", "O", "H", "H", "H", "H", "H", "H", "H", "H"], "coordinates": [[7.50723, -3.20237, 2.02523], [7.72818, -2.15463, 0.95615], [7.21757, -2.86042, -0.78811], [7.03070, -0.80694, 1.32231], [8.57053, 0.54246, 1.19038], [5.82498, -0.35296, 0.58646], [4.66273, 0.00988, 1.50844], [3.34560, -0.66404, 1.13185], [3.21681, -2.12897, 1.45523], [2.35044, -2.84049, 0.95438], [4.05261, -2.64682, 2.37174], [7.88292, -4.15688, 1.67539], [6.45390, -3.31571, 2.24599], [8.08205, -2.92581, 2.90282], [8.78874, -1.98418, 0.86264], [6.78981, -0.83419, 2.38564], [6.08414, 0.55482, 0.06022], [4.87669, -0.19557, 2.56849], [4.48075, 1.08906, 1.47357], [3.14472, -0.56156, 0.07662], [2.52826, -0.17516, 1.66986], [4.65685, -1.96099, 2.67200], [0.02245, -0.74328, -1.04254], [-1.00320, -1.15823, -1.88586], [-1.33306, -0.41092, -3.00400], [-0.64397, 0.76302, -3.28267], [0.37693, 1.18945, -2.42635], [0.70968, 0.42761, -1.31366], [1.10423, 2.46407, -2.67891], [1.98609, 2.84485, -1.94251], [0.70270, 3.27594, -3.86670], [1.33368, 4.49095, -4.09780], [0.98405, 5.25242, -5.19871], [0.00567, 4.80080, -6.07870], [-0.62909, 3.59296, -5.85060], [-0.28830, 2.82920, -4.74136], [-1.00349, 1.54300, -4.49667], [-1.85825, 1.15436, -5.26761], [0.28877, -1.33421, -0.17516], [-1.54660, -2.06720, -1.66486], [-2.12667, -0.73101, -3.66446], [1.50525, 0.75093, -0.65874], [2.09629, 4.83150, -3.41192], [1.47536, 6.19992, -5.37541], [-0.26160, 5.39496, -6.94251], [-1.39203, 3.23549, -6.52732], [-6.13061, -3.13716, 4.96759], [-5.03752, -3.77784, 4.39333], [-4.36606, -3.19246, 3.33468], [-4.78982, -1.96642, 2.83951], [-5.89735, -1.33080, 3.40470], [-6.56004, -1.91769, 4.47479], [-6.39471, -0.03207, 2.86645], [-7.35393, 0.52167, 3.36264], [-5.68281, 0.56025, 1.69985], [-6.15295, 1.74469, 1.14755], [-5.49482, 2.31396, 0.07111], [-4.35849, 1.70765, -0.45465], [-3.88797, 0.52603, 0.08983], [-4.55096, -0.05562, 1.16089], [-4.04257, -1.34414, 1.70915], [-3.05614, -1.87476, 1.24797], [-6.64892, -3.59362, 5.80020], [-4.70861, -4.73483, 4.77525], [-3.51162, -3.67996, 2.88713], [-7.41040, -1.41536, 4.91326], [-7.03324, 2.21317, 1.56385], [-5.86481, 3.23448, -0.35999], [-3.84060, 2.15687, -1.29159], [-3.00611, 0.04888, -0.31577]], "mulliken_charge": [-1.3271, 0.1159, -0.1917, -0.2121, -0.3777, -0.5439, -1.1338, 0.1163, 0.2495, -0.6422, -0.5272, 0.4311, 0.2509, 0.3600, 0.4597, 0.1541, 0.1639, 0.3912, 0.4811, 0.0510, 0.4349, 0.2848, -0.1042, -0.8565, -0.4940, 0.2886, 0.1266, -0.7216, 0.4595, -0.6448, 0.1423, -0.5000, -0.4816, -0.4521, -0.5288, 0.1292, 0.5123, -0.6852, 0.5110, 0.3912, 0.4769, 0.6855, 0.4867, 0.3893, 0.3935, 0.4692, -0.4519, -0.4995, -0.4945, 0.0787, 0.1211, -0.5507, 0.5675, -0.6771, 0.4520, -0.7003, -0.5246, -0.5302, -0.4199, 0.0004, 0.5085, -0.6562, 0.3935, 0.4010, 0.4993, 0.4678, 0.4747, 0.3824, 0.5211, 0.6553], "total_energy_ha": -6949.45980, "max_force_ha_per_bohr": 0.0372, "charge": -1, "gap_ev": 3.002}

{"formula": "C35H27CoN5O3S4", "method": "ωB97M-V/def2-TZVPD", "elements": ["Co", "C", "C", "N", "N", "C", "S", "S", "C", "C", "C", "C", "C", "C", "C", "C", "C", "C", "C", "C", "C", "O", "H", "H", "H", "H", "H", "H", "H", "H", "H", "H", "H", "H", "H", "H", "O", "C", "C", "C", "C", "C", "C", "C", "O", "N", "N", "C", "S", "C", "C", "S", "H", "H", "H", "H", "H", "H", "H", "H", "H", "N", "C", "C", "C", "C", "C", "C", "C", "C", "C", "H", "H", "H", "H"], "coordinates": [[0.66689, -0.12249, -0.51596], [-1.98285, 2.52560, 1.57038], [-1.04738, 1.95711, 0.52172], [-0.70686, 0.70866, 0.57156], [-1.23391, 0.02490, 1.68279], [-0.88392, -1.20826, 1.85199], [0.11640, -2.27410, 0.98852], [-1.58509, -1.98386, 3.31531], [-2.97413, -0.88822, 3.74962], [-4.23455, -1.16441, 2.97301], [-5.01735, -2.28218, 3.26192], [-6.14768, -2.57772, 2.51444], [-6.51889, -1.75462, 1.45678], [-5.74620, -0.64259, 1.15638], [-4.61106, -0.35261, 1.90781], [-0.56892, 2.91750, -0.49532], [-0.79414, 4.28908, -0.27122], [-0.47259, 5.27304, -1.18108], [0.10540, 4.89308, -2.40370], [0.37799, 3.57828, -2.66006], [0.10591, 2.53468, -1.70894], [0.45179, 1.34852, -1.97517], [-2.58093, 1.74044, 2.00861], [-2.63274, 3.28203, 1.13624], [-1.40553, 2.98610, 2.37813], [-2.61379, 0.12555, 3.58536], [-3.13013, -1.05993, 4.81662], [-4.71700, -2.93340, 4.07598], [-6.73381, -3.46008, 2.74521], [-7.39796, -1.98605, 0.86662], [-6.01179, -0.00303, 0.32235], [-3.99716, 0.50114, 1.65247], [-1.21250, 4.60592, 0.67477], [-0.65960, 6.31516, -0.95238], [0.34982, 5.64864, -3.14488], [0.85568, 3.26731, -3.58148], [4.27149, -0.06016, -2.70681], [3.87858, -0.69873, -3.81457], [4.74441, -0.69571, -4.91493], [4.40890, -1.36802, -6.07411], [3.20251, -2.05827, -6.16642], [2.33079, -2.03714, -5.08942], [2.64191, -1.36036, -3.91437], [1.65025, -1.25383, -2.80265], [2.08899, -0.85683, -1.66374], [0.41064, -1.56436, -3.07305], [-0.39771, -1.26253, -1.97703], [-1.56543, -1.73741, -2.04903], [-2.05559, -2.85587, -3.34571], [-3.65229, -3.27134, -2.57076], [-3.54869, -2.98885, -1.08009], [-2.83122, -1.34352, -0.90636], [3.53358, -0.17131, -2.04298], [5.67690, -0.15202, -4.82505], [5.09139, -1.35121, -6.91704], [2.94292, -2.59290, -7.07229], [1.37195, -2.53820, -5.13625], [-3.84858, -4.32713, -2.76758], [-4.43672, -2.66424, -3.02360], [-2.87755, -3.69452, -0.58822], [-4.51726, -2.99520, -0.58116], [7.45357, 1.27946, 6.61570], [6.66740, 1.16710, 5.78102], [5.68361, 1.02729, 4.73648], [6.01998, 0.41987, 3.52426], [5.07466, 0.26835, 2.53220], [3.74697, 0.71544, 2.70843], [3.43176, 1.33207, 3.93671], [4.37853, 1.48276, 4.92828], [2.77428, 0.53593, 1.70046], [1.94327, 0.34661, 0.81913], [7.03326, 0.06781, 3.37522], [5.33071, -0.20471, 1.59399], [2.41857, 1.67853, 4.08891], [4.11785, 1.95393, 5.86799]], "mulliken_charge": [-0.3742, -1.7019, 1.4311, 0.6203, -0.8936, 0.5210, -0.4484, -0.1877, -1.0568, 0.4943, -0.5159, -0.5211, -0.4338, -0.5293, 0.0669, 0.2339, -0.9166, -0.8893, -0.2590, -0.9071, 0.3621, -0.2660, -0.0822, 0.5275, 0.3225, 0.2584, 0.5647, 0.3686, 0.3646, 0.3691, 0.3110, 0.4227, 0.3144, 0.3527, 0.3526, 0.3830, -0.7368, 0.0370, -0.6373, -0.2924, -0.7325, -0.2931, 0.3152, 0.8467, -0.8151, -0.8337, 0.7201, -0.2432, -0.1565, -0.5404, -0.5029, 0.1395, 0.4728, 0.3963, 0.3394, 0.3661, 0.4839, 0.3998, 0.2753, 0.2950, 0.2592, -0.5989, 0.0803, 0.5398, -0.5658, -0.5190, 0.3301, -0.4493, -0.5592, -0.0621, -0.2104, 0.3961, 0.5119, 0.4896, 0.3960], "spin_multiplicity": 2, "total_energy_ha": -4825.01245, "max_force_ha_per_bohr": 0.0178, "charge": -2, "gap_ev": [5.513, 5.748]}